Run a
This record from the Open Molecules 2025 dataset describes an isolated molecule of C3H5ClN2O3. The level of theory is ωB97M-V/def2-TZVPD.

Last column: natural (NBO) charge in e.
Cartesian coordinates (Å):
C1 1.88 -1.22 -0.27  -0.235
O1 1.15 0.01 0.13  -0.511
C2 0.44 0.62 -0.83  1.014
O2 0.57 0.57 -1.98  -0.562
O3 -0.40 1.65 -0.24  -0.513
C3 -1.61 1.05 -0.10  0.696
N1 -2.62 1.94 0.26  -0.820
N2 -1.53 -0.17 -0.37  -0.585
Cl1 -2.83 -1.24 -0.23  0.116
H1 2.36 -1.56 0.62  0.200
H2 2.60 -1.05 -1.14  0.198
H3 1.14 -1.81 -0.56  0.187
H4 -3.42 1.55 0.79  0.413
H5 -2.33 2.84 0.41  0.402

Results
LUMO: 0.786 eV
highest occupied orbital energy: -9.568 eV

Run b
This record from the Open Molecules 2025 dataset describes a cluster of 2 separate species, C3H5ClN2O3 in total. The level of theory is ωB97M-V/def2-TZVPD.

Last column: natural (NBO) charge in e.
Cartesian coordinates (Å):
C1 1.14 1.88 -0.69  -0.237
C2 0.29 0.88 -0.50  -0.066
C3 -0.65 0.91 0.69  0.633
N1 -0.98 -0.27 1.23  -0.804
O1 -1.01 1.98 1.12  -0.596
N2 0.28 -0.23 -1.43  0.525
O2 0.10 -1.35 -0.99  -0.424
O3 0.47 0.03 -2.59  -0.336
H1 1.84 1.88 -1.51  0.225
H2 1.15 2.70 0.00  0.240
H3 -0.65 -1.15 0.86  0.424
H4 -1.61 -0.25 2.01  0.410
Cl1 -0.23 -3.69 1.51  -0.275
H5 -0.11 -3.32 0.29  0.281

Results
LUMO: -0.949 eV
highest occupied orbital energy: -10.611 eV

In terms of stability, run a leads; the second structure lies 1.169 eV higher.

Run a
This record from the Open Molecules 2025 dataset describes a cluster of 4 separate species, H8O4 in total. The level of theory is ωB97M-V/def2-TZVPD.

Last column: natural (NBO) charge in e.
Cartesian coordinates (Å):
O1 0.63 -2.78 0.60  -1.001
H1 0.50 -3.26 1.41  0.467
H2 0.61 -1.75 0.68  0.513
O2 0.65 0.01 0.02  -0.993
H3 0.03 0.67 0.36  0.488
H4 0.81 0.06 -0.93  0.498
O3 1.26 0.10 -2.69  -0.944
H5 0.27 -0.18 -2.79  0.487
H6 1.23 1.23 -2.67  0.484
O4 -2.13 1.94 1.61  -0.961
H7 -1.42 2.61 2.00  0.478
H8 -2.43 1.35 2.41  0.484

Results
LUMO: 0.266 eV
highest occupied orbital energy: -10.397 eV

Run b
This record from the Open Molecules 2025 dataset describes a cluster of 4 separate species, H8O4 in total. The level of theory is ωB97M-V/def2-TZVPD.

Last column: natural (NBO) charge in e.
Cartesian coordinates (Å):
O1 6.47 17.20 9.76  -0.936
H1 6.33 16.80 8.89  0.465
H2 7.42 17.18 9.89  0.471
O2 7.33 22.70 8.19  -0.961
H3 7.00 21.88 7.80  0.492
H4 6.95 22.70 9.08  0.462
O3 8.25 17.96 7.15  -0.956
H5 8.53 17.04 7.14  0.479
H6 7.90 18.13 6.26  0.483
O4 6.23 20.04 7.70  -0.974
H7 5.37 19.65 7.87  0.478
H8 6.86 19.31 7.79  0.496

Results
LUMO: 0.120 eV
highest occupied orbital energy: -10.606 eV

In terms of stability, run b leads; the second structure lies 1.098 eV higher.

Run a
This record from the Open Molecules 2025 dataset describes a cluster of 4 separate species, H8O4 in total. The level of theory is ωB97M-V/def2-TZVPD.

Last column: natural (NBO) charge in e.
Cartesian coordinates (Å):
O1 0.10 -0.71 -3.63  -0.937
H1 -0.19 -0.25 -4.42  0.469
H2 0.57 -1.48 -3.95  0.469
O2 -0.43 0.03 1.06  -0.942
H3 0.16 -0.62 1.44  0.473
H4 -0.32 -0.08 0.11  0.470
O3 2.79 -2.82 2.86  -0.938
H5 3.13 -2.74 3.75  0.470
H6 3.19 -3.62 2.53  0.468
O4 -3.12 4.21 0.44  -0.935
H7 -3.12 4.72 -0.37  0.464
H8 -2.75 3.37 0.19  0.470

Results
LUMO: 0.768 eV
highest occupied orbital energy: -11.255 eV

Run b
This record from the Open Molecules 2025 dataset describes a cluster of 4 separate species, H8O4 in total. The level of theory is ωB97M-V/def2-TZVPD.

Last column: natural (NBO) charge in e.
Cartesian coordinates (Å):
O1 0.22 1.12 -0.71  -0.955
H1 0.96 0.83 -1.27  0.496
H2 0.69 1.60 0.04  0.472
O2 3.70 -0.75 -0.16  -0.928
H3 3.56 -1.26 0.59  0.461
H4 4.62 -0.43 0.05  0.467
O3 -3.70 -0.90 -0.54  -0.933
H5 -2.84 -1.30 -0.41  0.465
H6 -3.67 -0.28 0.10  0.467
O4 -1.53 0.44 0.76  -0.963
H7 -1.08 1.10 0.33  0.482
H8 -0.93 -0.17 1.21  0.468

Results
LUMO: 0.263 eV
highest occupied orbital energy: -10.605 eV

In terms of stability, run a leads; the second structure lies 0.633 eV higher.

Run a
This record from the Open Molecules 2025 dataset describes a structure of composition H8O4. The level of theory is ωB97M-V/def2-TZVPD.

Last column: natural (NBO) charge in e.
Cartesian coordinates (Å):
O1 2.02 -0.94 1.29  -1.002
H1 2.12 0.01 1.23  0.402
H2 1.11 -1.10 1.04  0.417
O2 -0.46 0.78 -0.38  -0.773
H3 0.28 1.39 -0.42  0.518
H4 -1.08 1.20 0.21  0.531
O3 -1.18 -0.07 -1.91  -1.005
H5 -1.68 0.71 -2.13  0.427
H6 -0.63 0.20 -1.17  0.419
O4 0.17 -0.89 0.86  -0.853
H7 -0.72 -1.20 1.03  0.473
H8 0.05 -0.09 0.35  0.447

Results
LUMO: -0.691 eV
highest occupied orbital energy: -9.081 eV

Run b
This record from the Open Molecules 2025 dataset describes a cluster of 4 separate species, H8O4 in total. The level of theory is ωB97M-V/def2-TZVPD.

Last column: natural (NBO) charge in e.
Cartesian coordinates (Å):
O1 -0.55 -1.24 0.24  -0.967
H1 -1.09 -0.46 0.39  0.488
H2 -1.18 -1.97 0.17  0.484
O2 0.73 0.41 -2.27  -0.950
H3 0.91 1.21 -1.77  0.471
H4 0.37 -0.21 -1.62  0.476
O3 -1.66 2.10 1.44  -0.938
H5 -2.52 1.69 1.53  0.468
H6 -1.14 1.74 2.17  0.472
O4 2.30 -0.82 0.02  -0.956
H7 1.47 -1.08 0.46  0.483
H8 2.36 -1.38 -0.76  0.469

Results
LUMO: 0.070 eV
highest occupied orbital energy: -10.611 eV

In terms of stability, run b leads; the second structure lies 8.803 eV higher.

Run a
This record from the Open Molecules 2025 dataset describes a cluster of 4 separate species, H8O4 in total. The level of theory is ωB97M-V/def2-TZVPD.

Last column: natural (NBO) charge in e.
Cartesian coordinates (Å):
O1 0.53 -1.51 -0.66  -0.938
H1 0.68 -1.29 -1.58  0.469
H2 0.08 -0.75 -0.30  0.468
O2 3.18 -1.59 -4.95  -0.936
H3 4.09 -1.33 -4.82  0.468
H4 3.01 -1.43 -5.88  0.468
O3 -0.99 2.37 1.53  -0.940
H5 -0.11 2.63 1.81  0.470
H6 -1.28 3.09 0.97  0.470
O4 -3.44 -0.17 4.67  -0.937
H7 -3.01 0.16 3.88  0.471
H8 -2.74 -0.19 5.33  0.466

Results
LUMO: 0.568 eV
highest occupied orbital energy: -11.355 eV

Run b
This record from the Open Molecules 2025 dataset describes a cluster of 4 separate species, H8O4 in total. The level of theory is ωB97M-V/def2-TZVPD.

Last column: natural (NBO) charge in e.
Cartesian coordinates (Å):
O1 1.58 -0.35 -2.15  -0.962
H1 1.28 -0.64 -1.28  0.454
H2 1.27 0.55 -2.22  0.469
O2 1.06 -0.88 0.30  -0.927
H3 1.48 -1.68 -0.03  0.505
H4 1.75 -0.43 0.78  0.506
O3 -0.80 0.73 0.08  -0.954
H5 -0.04 0.14 0.09  0.478
H6 -1.33 0.43 -0.66  0.482
O4 -2.28 0.99 1.88  -0.978
H7 -2.52 0.06 1.83  0.448
H8 -1.47 1.06 1.37  0.479

Results
LUMO: 0.015 eV
highest occupied orbital energy: -10.121 eV

In terms of stability, run a leads; the second structure lies 0.605 eV higher.

Run a
This record from the Open Molecules 2025 dataset describes a cluster of 2 separate species, CH6S3 in total. The level of theory is ωB97M-V/def2-TZVPD.

Last column: natural (NBO) charge in e.
Cartesian coordinates (Å):
C1 0.05 -1.66 -0.15  -0.706
S1 0.22 -0.92 -1.84  -0.065
H1 0.60 -2.55 -0.22  0.220
H2 0.50 -1.08 0.65  0.218
H3 -0.96 -1.83 0.09  0.205
H4 0.11 0.34 -1.45  0.120
S2 -1.09 2.10 1.00  -0.148
S3 0.96 1.92 0.85  -0.139
H5 -1.53 0.83 1.22  0.143
H6 1.13 2.83 -0.17  0.151

Results
LUMO: 0.190 eV
highest occupied orbital energy: -8.912 eV

Run b
This record from the Open Molecules 2025 dataset describes a cluster of 2 separate species, CH6S3 in total. The level of theory is ωB97M-V/def2-TZVPD.

Last column: natural (NBO) charge in e.
Cartesian coordinates (Å):
C1 1.71 -1.38 0.53  -0.751
S1 1.45 0.07 -0.55  -0.034
H1 2.45 -2.03 0.07  0.223
H2 0.76 -2.06 0.52  0.221
H3 1.86 -1.17 1.61  0.221
H4 0.16 -0.13 -0.62  0.116
S2 -2.38 1.33 0.63  -0.128
S3 -2.21 2.22 -1.30  -0.140
H5 -2.64 0.15 0.05  0.131
H6 -1.18 3.01 -0.93  0.141

Results
LUMO: 0.039 eV
highest occupied orbital energy: -8.909 eV

In terms of stability, run a leads; the second structure lies 0.119 eV higher.

Run a
This record from the Open Molecules 2025 dataset describes an isolated molecule of C20H23N3O3S. The level of theory is ωB97M-V/def2-TZVPD.

Last column: natural (NBO) charge in e.
Cartesian coordinates (Å):
C1 0.02 4.63 -2.83  -0.409
C2 0.87 4.59 -3.84  -0.194
C3 0.98 3.49 -4.84  -0.103
O1 0.20 2.35 -4.57  -0.490
C4 0.40 1.58 -3.47  0.257
C5 -0.63 0.67 -3.22  -0.242
C6 -0.60 -0.19 -2.14  -0.175
C7 0.49 -0.16 -1.27  -0.116
C8 0.55 -1.03 -0.12  0.066
N1 -0.38 -1.86 0.14  -0.213
N2 -0.26 -2.62 1.24  -0.467
C9 -1.32 -3.31 1.74  0.663
O2 -2.38 -3.46 1.19  -0.574
C10 -1.04 -3.92 3.12  -0.405
C11 -0.07 -5.09 3.03  -0.610
S1 -0.32 -2.63 4.23  0.216
C12 -1.18 -1.21 3.57  0.056
C13 -2.57 -1.19 3.51  -0.251
C14 -3.16 -0.09 2.91  -0.151
C15 -2.36 0.93 2.42  -0.253
C16 -0.99 0.81 2.57  0.043
N3 -0.41 -0.24 3.13  -0.449
C17 1.53 0.73 -1.52  -0.273
C18 1.51 1.60 -2.60  0.299
O3 2.54 2.47 -2.88  -0.534
C19 3.55 2.67 -1.92  -0.060
C20 4.42 3.82 -2.40  -0.618
H1 0.00 5.46 -2.14  0.200
H2 -0.68 3.83 -2.64  0.202
H3 1.57 5.40 -4.01  0.200
H4 2.04 3.22 -4.98  0.199
H5 0.60 3.84 -5.81  0.202
H6 -1.47 0.67 -3.90  0.227
H7 -1.40 -0.89 -1.96  0.238
H8 1.43 -0.94 0.53  0.157
H9 0.56 -2.49 1.84  0.383
H10 -1.99 -4.25 3.54  0.238
H11 -0.49 -5.86 2.39  0.229
H12 0.89 -4.78 2.62  0.212
H13 0.10 -5.51 4.02  0.221
H14 -3.16 -2.00 3.90  0.231
H15 -4.24 -0.04 2.82  0.222
H16 -2.79 1.80 1.94  0.223
H17 -0.31 1.58 2.22  0.196
H18 2.37 0.74 -0.85  0.215
H19 4.16 1.76 -1.81  0.171
H20 3.10 2.91 -0.94  0.175
H21 4.84 3.58 -3.37  0.213
H22 3.81 4.72 -2.49  0.214
H23 5.22 4.00 -1.69  0.215

Results
LUMO: 0.572 eV
highest occupied orbital energy: -7.739 eV

Run b
This record from the Open Molecules 2025 dataset describes an isolated molecule of C20H23N3O3S. The level of theory is ωB97M-V/def2-TZVPD.

Last column: natural (NBO) charge in e.
Cartesian coordinates (Å):
O1 -2.86 3.12 2.66  -0.501
C1 -2.18 2.23 2.12  0.532
C2 -2.10 0.96 2.71  0.020
N1 -2.53 -0.15 2.21  -0.427
C3 -2.31 -1.21 3.02  -0.075
C4 -1.88 -0.86 4.29  -0.425
S1 -1.50 0.84 4.44  0.435
C5 -1.51 2.48 0.75  -0.123
C6 -2.50 2.32 -0.40  -0.404
C7 -1.94 1.57 -1.47  -0.401
C8 -0.71 0.86 -0.84  -0.218
N2 -0.45 1.56 0.42  -0.447
C9 0.78 1.78 1.07  0.698
O2 0.82 2.26 2.26  -0.617
C10 2.08 1.49 0.36  -0.170
C11 2.51 2.37 -0.86  -0.405
C12 3.08 1.44 -1.89  -0.407
C13 3.29 0.17 -1.12  -0.234
N3 2.18 0.13 -0.21  -0.165
O3 2.12 -0.87 0.82  -0.416
C14 0.92 -1.72 0.95  -0.088
C15 0.42 -2.47 -0.27  -0.044
C16 1.22 -2.77 -1.41  -0.188
C17 0.77 -3.43 -2.45  -0.214
C18 -0.54 -3.80 -2.55  -0.233
C19 -1.38 -3.51 -1.51  -0.198
C20 -0.95 -2.86 -0.29  -0.220
H1 -2.39 -2.24 2.62  0.213
H2 -1.67 -1.65 4.97  0.240
H3 -1.17 3.45 0.78  0.226
H4 -2.79 3.25 -0.89  0.224
H5 -3.50 1.96 0.00  0.221
H6 -2.69 0.98 -2.04  0.231
H7 -1.56 2.34 -2.12  0.193
H8 -1.05 -0.09 -0.58  0.206
H9 0.11 0.73 -1.55  0.224
H10 2.86 1.58 1.19  0.214
H11 3.37 3.05 -0.68  0.235
H12 1.57 2.84 -1.32  0.213
H13 2.32 1.33 -2.65  0.211
H14 4.11 1.71 -2.24  0.221
H15 4.28 0.09 -0.65  0.173
H16 3.37 -0.69 -1.78  0.206
H17 0.13 -1.00 1.34  0.198
H18 1.13 -2.52 1.68  0.217
H19 2.20 -2.45 -1.14  0.211
H20 1.47 -3.76 -3.22  0.212
H21 -0.95 -4.33 -3.45  0.221
H22 -2.44 -3.83 -1.60  0.211
H23 -1.58 -2.66 0.54  0.212

Results
LUMO: 0.156 eV
highest occupied orbital energy: -8.800 eV

In terms of stability, run a leads; the second structure lies 2.675 eV higher.